Formula: C3H9NO2
Source: the Open Molecules 2025 dataset
Level of theory: wB97M-V/def2-TZVPD

ORCA input file:
```
! wB97M-V def2-TZVPD RIJCOSX def2/J DEFGRID3
* xyz 0 1
O -4.35970 0.09075 1.08129
H -0.25458 1.83789 1.33411
C 1.52981 -0.32414 -0.40117
H 0.62574 2.04031 -0.12761
H -4.39680 -0.47260 1.87982
H -4.46961 -0.54711 0.38446
H 1.96129 -1.15376 -2.29950
O 2.70932 -0.43552 0.00427
H 0.40020 -1.80204 -1.59130
N 0.55097 0.08305 0.52606
H 0.77376 -0.11212 1.55877
C 1.03832 -0.84259 -1.72856
H -0.92304 1.44125 -0.21631
C -0.02945 1.34300 0.28792
H 0.39723 -0.11262 -2.23852
*
```

Summary:
- total energy (eV) = -8841.092
- Kohn-Sham gap (hartree) = 0.3645
- relative energy (zero: lowest compared OMol25 entry of this formula, charge and spin) (kJ/mol) = 179.81
- E_HOMO (Ha) = -0.3400

Formula: C3H9NO2
Source: the Open Molecules 2025 dataset
Level of theory: wB97M-V/def2-TZVPD

ORCA input file:
```
! wB97M-V def2-TZVPD RIJCOSX def2/J DEFGRID3
* xyz 0 1
C -0.98827 0.48620 -0.15536
C -2.42664 0.14423 0.15893
H 1.95889 1.68934 -0.43028
O -0.59928 0.30377 -1.32525
C 2.10281 0.61781 -0.49787
H 1.26812 -1.78612 1.54196
H 0.39037 -1.89725 0.06972
H 2.02105 0.24527 -1.51526
H -2.78425 -0.62875 -0.52210
H -0.64302 1.29379 0.51399
H 3.03382 0.26533 -0.05930
H -2.56124 -0.14987 1.20054
N 1.19649 -1.51748 0.56382
H -3.01256 1.03784 -0.06286
O 1.04370 -0.10410 0.51932
*
```

Summary:
- total energy (eV) = -8838.119
- Kohn-Sham gap (hartree) = 0.3721
- relative energy (zero: lowest compared OMol25 entry of this formula, charge and spin) (kJ/mol) = 466.59
- E_HOMO (Ha) = -0.3349

Formula: C3H9NO2
Source: the Open Molecules 2025 dataset
Level of theory: wB97M-V/def2-TZVPD

ORCA input file:
```
! wB97M-V def2-TZVPD RIJCOSX def2/J DEFGRID3
* xyz 0 1
H 2.92185 -0.14993 0.28744
H 0.80115 -1.51544 0.35041
N -1.62855 -0.49053 0.49016
H 0.77426 -0.17766 1.50579
H -0.49952 -0.09378 -1.27985
H -1.56752 -1.50851 0.46009
H -0.85948 1.71210 0.81177
C 2.01832 0.17228 -0.22325
H -2.82234 -0.15268 -1.03756
H 1.96366 1.25739 -0.19293
C -0.50123 0.11481 -0.19075
C 0.78768 -0.42816 0.44356
O -2.86300 -0.10360 -0.06619
O -0.60315 1.50173 -0.09468
H 2.07784 -0.13801 -1.26401
*
```

Summary:
- total energy (eV) = -8840.355
- Kohn-Sham gap (hartree) = 0.3910
- relative energy (zero: lowest compared OMol25 entry of this formula, charge and spin) (kJ/mol) = 250.93
- E_HOMO (Ha) = -0.3571

Formula: C3H9NO2
Source: the Open Molecules 2025 dataset
Level of theory: wB97M-V/def2-TZVPD

ORCA input file:
```
! wB97M-V def2-TZVPD RIJCOSX def2/J DEFGRID3
* xyz 0 1
H -0.95949 2.29531 1.21852
H -2.08131 1.88848 -0.23518
O 4.30134 -0.13548 -0.06098
H -0.57830 2.78634 -0.66886
C -1.06579 1.91189 0.02051
H 0.61797 -1.79003 -0.29829
C -0.47642 -1.80673 0.13072
O -2.44852 -0.52450 -0.10097
C -1.17083 -0.42331 -0.10358
H 0.54686 0.71884 0.03278
H -0.82398 -1.99438 1.27567
H 4.99632 0.14521 -0.66089
N -0.52111 0.70740 -0.00934
H 4.57783 0.86359 0.89536
H -1.19238 -2.67636 -0.48408
*
```

Summary:
- total energy (eV) = -8837.789
- Kohn-Sham gap (hartree) = 0.3212
- relative energy (zero: lowest compared OMol25 entry of this formula, charge and spin) (kJ/mol) = 498.47
- E_HOMO (Ha) = -0.3383

Formula: C3H9NO2
Source: the Open Molecules 2025 dataset
Level of theory: wB97M-V/def2-TZVPD

ORCA input file:
```
! wB97M-V def2-TZVPD RIJCOSX def2/J DEFGRID3
* xyz 0 1
H 0.17335 -2.19262 0.08466
C 1.55987 1.41936 2.45607
H 1.76287 2.34272 2.99356
H 2.25446 0.61205 2.71135
H 2.36147 1.81359 0.63962
O -1.32145 0.37935 -0.53181
N -1.76842 -1.38009 -1.82456
O 1.50950 1.65026 1.04762
H 0.53767 1.12787 2.71052
H -1.56190 -2.26749 -2.24154
C -0.96635 -0.69219 -0.97075
C 0.31220 -1.41992 -0.66084
H 1.04608 -0.73751 -0.25125
H 0.74187 -1.79080 -1.60030
H -2.69670 -1.00617 -1.96062
*
```

Summary:
- total energy (eV) = -8841.900
- Kohn-Sham gap (hartree) = 0.3859
- relative energy (zero: lowest compared OMol25 entry of this formula, charge and spin) (kJ/mol) = 101.85
- E_HOMO (Ha) = -0.3525

Formula: C3H9NO2
Source: the Open Molecules 2025 dataset
Level of theory: wB97M-V/def2-TZVPD

ORCA input file:
```
! wB97M-V def2-TZVPD RIJCOSX def2/J DEFGRID3
* xyz 0 1
H -0.13748 -0.04041 1.26464
C -0.79221 0.12539 -1.15815
H 0.22817 2.01505 -0.82649
C 0.26489 0.97231 -0.51615
H -1.22464 -2.07717 0.85013
O -1.20513 -1.72817 1.74118
H 2.36457 0.78327 0.04061
H -0.87397 1.44274 1.17985
H -1.61387 0.62070 -1.68821
C 1.67626 0.42778 -0.72072
H 1.61205 -0.65386 -0.63246
H -1.58158 -2.43115 2.27555
N -0.03748 0.91584 0.94221
O -0.76987 -1.08057 -1.06208
H 2.09028 0.70825 -1.68993
*
```

Summary:
- total energy (eV) = -8841.610
- Kohn-Sham gap (hartree) = 0.3667
- relative energy (zero: lowest compared OMol25 entry of this formula, charge and spin) (kJ/mol) = 129.78
- E_HOMO (Ha) = -0.3350

Formula: C3H9NO2
Source: the Open Molecules 2025 dataset
Level of theory: wB97M-V/def2-TZVPD

ORCA input file:
```
! wB97M-V def2-TZVPD RIJCOSX def2/J DEFGRID3
* xyz 0 1
H -0.64334 1.67588 1.15648
H 0.19639 -0.67083 -2.88548
H 1.62284 -0.44196 2.55360
O 0.02621 1.40603 0.51436
H 1.66299 2.10602 1.73006
C 1.20754 1.11623 1.40836
H -1.76373 0.00733 -0.88654
H 0.26644 -0.62171 2.14675
O -1.53277 0.01014 -1.84637
C -0.48738 -0.93902 -1.96973
H 0.52162 -2.70137 -0.90568
H -0.92334 -1.77186 -0.15425
C -0.24637 -1.89377 -0.98384
H 1.87487 0.71615 0.69298
N 0.91358 0.09605 2.35420
*
```

Summary:
- total energy (eV) = -8839.342
- Kohn-Sham gap (hartree) = 0.3614
- relative energy (zero: lowest compared OMol25 entry of this formula, charge and spin) (kJ/mol) = 348.63
- E_HOMO (Ha) = -0.3293

Formula: C3H9NO2
Source: the Open Molecules 2025 dataset
Level of theory: wB97M-V/def2-TZVPD

ORCA input file:
```
! wB97M-V def2-TZVPD RIJCOSX def2/J DEFGRID3
* xyz 1 2
C -0.52093 -0.32730 1.15987
H 1.60561 -2.76293 -1.67835
O -0.37629 -1.38815 0.64285
H 0.87180 -1.66229 -0.90598
H -0.68575 2.93168 0.23195
N -0.45833 0.87631 0.36485
H 0.83228 0.60666 -1.24287
H -0.78706 -0.13351 -1.43705
H -1.12841 2.18816 1.81919
H -0.68820 1.59873 -1.56110
C -0.23939 0.73627 -1.07928
C -0.44127 2.17268 0.96148
O 1.55882 -1.80946 -1.56154
H 0.55112 2.39357 1.37024
H -0.68527 -0.15486 2.23437
*
```

Summary:
- total energy (eV) = -8832.799
- Kohn-Sham gap (alpha / beta) (hartree) = 0.3834 / 0.2174
- relative energy (zero: lowest compared OMol25 entry of this formula, charge and spin) (kJ/mol) = 68.75
- E_HOMO (alpha / beta) (Ha) = -0.5440 / -0.5438

Formula: C3H9NO2
Source: the Open Molecules 2025 dataset
Level of theory: wB97M-V/def2-TZVPD

ORCA input file:
```
! wB97M-V def2-TZVPD RIJCOSX def2/J DEFGRID3
* xyz 1 2
N 0.02238 -0.44550 1.33531
H -2.94449 -0.36392 -0.73374
O 2.25622 0.41068 0.76787
H -0.85500 -1.12220 -1.18038
H 1.63786 -0.08326 1.46201
H -0.28402 -1.38398 1.08741
H -0.88082 0.54036 -1.82888
C -0.98837 -0.05999 -0.91277
C 1.52358 0.32071 -0.35613
O -2.23885 0.14411 -0.31400
C 0.01231 0.37753 0.11935
H -0.10264 1.40721 0.46001
H 1.62230 -0.68724 -0.83086
H -0.64820 -0.10435 2.01727
H 1.86774 1.04983 -1.09247
*
```

Summary:
- total energy (eV) = -8831.961
- Kohn-Sham gap (alpha / beta) (hartree) = 0.4444 / 0.2150
- relative energy (zero: lowest compared OMol25 entry of this formula, charge and spin) (kJ/mol) = 149.55
- E_HOMO (alpha / beta) (Ha) = -0.5555 / -0.5551

Formula: C3H9NO2
Source: the Open Molecules 2025 dataset
Level of theory: wB97M-V/def2-TZVPD

ORCA input file:
```
! wB97M-V def2-TZVPD RIJCOSX def2/J DEFGRID3
* xyz 1 2
C -1.87516 -3.66289 0.54392
C 1.73926 3.08981 -0.62038
N 2.97146 2.30059 -0.53907
O -2.25398 -1.64377 1.70096
H 0.24470 2.27298 -1.45154
H 1.65473 3.80228 0.20319
H -1.19904 -4.03146 1.28353
H -3.41435 -2.11744 0.12730
H 1.73821 3.66284 -1.55069
C -2.59535 -2.38081 0.82540
H -1.29917 -3.44933 -0.37170
H 2.72082 1.49185 0.03493
H 3.60919 2.79289 0.08427
O 0.58643 2.28359 -0.55471
H -2.62775 -4.41113 0.28459
*
```

Summary:
- total energy (eV) = -8830.887
- Kohn-Sham gap (alpha / beta) (hartree) = 0.1861 / 0.0482
- relative energy (zero: lowest compared OMol25 entry of this formula, charge and spin) (kJ/mol) = 253.22
- E_HOMO (alpha / beta) (Ha) = -0.4248 / -0.4248